Here is a cluster of 2 separate species, C5H11NO in total from the Open Molecules 2025 dataset. Energies are from ωB97M-V/def2-TZVPD.

SMILES string: CN=C=O.CCC
ΔE to the lowest compared entry with this formula, charge and spin, eV: 1.3335
Total charge: 0

Last column: natural (NBO) charge in e.
Positions of all 18 atoms, in Å:
C1 0.39094 1.08745 -2.91661  -0.40
N1 -0.05156 0.81610 -1.57234  -0.58
C2 -0.77008 -0.10841 -1.25704  0.89
O1 -1.46336 -0.98131 -0.90109  -0.51
H1 1.47465 0.96756 -2.97281  0.21
H2 0.12793 2.11435 -3.17102  0.21
H3 -0.08916 0.39465 -3.60846  0.19
C3 -1.07091 0.07338 1.97451  -0.61
C4 0.29811 0.12393 1.29785  -0.43
C5 0.92772 -1.26086 1.13605  -0.62
H4 -1.74950 -0.64084 1.49234  0.21
H5 -1.56436 1.05208 1.96806  0.21
H6 -0.95029 -0.24058 3.01604  0.20
H7 0.28428 0.67043 0.36021  0.22
H8 0.96858 0.76097 1.87680  0.20
H9 1.21209 -1.65083 2.11858  0.20
H10 0.23750 -1.98509 0.68495  0.21
H11 1.82857 -1.22784 0.51174  0.20

=====

Here is a structure of composition C2H5NO2 from the Open Molecules 2025 dataset. Energies are from ωB97M-V/def2-TZVPD.

ΔE to the lowest compared entry with this formula, charge and spin, eV: 6.5988
Total charge: 0

Last column: natural (NBO) charge in e.
Positions of all 10 atoms, in Å:
C1 -0.73585 -0.48809 -0.85342  -0.18
C2 0.63158 -0.12930 -0.16705  0.03
N1 0.50407 0.99764 -0.93595  -0.23
O1 -0.65243 0.77711 -1.65267  -0.36
O2 0.37774 -0.10883 2.37266  -1.04
H1 -0.61337 -1.37689 -1.48061  0.22
H2 -1.50363 -0.60143 -0.11799  0.23
H3 0.48554 0.11504 1.30577  0.44
H4 0.95876 1.78325 -1.30782  0.41
H5 0.54759 -0.96850 2.83707  0.49

=====

Here is an isolated molecule of C5H6 from the Open Molecules 2025 dataset. Energies are from ωB97M-V/def2-TZVPD.

SMILES string: C1=CC12CC2
ΔE to the lowest compared entry with this formula, charge and spin, eV: 3.9410
Total charge: 0

Last column: natural (NBO) charge in e.
Positions of all 11 atoms, in Å:
C1 -1.86406 -0.05270 0.57845  -0.19
C2 -1.68185 0.15737 -0.69892  -0.17
C3 -0.36981 -0.07649 -0.08534  -0.09
C4 0.77724 0.75840 0.20254  -0.43
C5 0.97675 -0.76331 -0.12732  -0.43
H1 -2.04177 -0.12368 1.62791  0.25
H2 -2.28456 0.40241 -1.61265  0.22
H3 0.94070 0.93181 1.22670  0.21
H4 1.06707 1.47782 -0.60895  0.21
H5 1.13856 -1.04717 -1.19980  0.21
H6 1.33302 -1.54366 0.46514  0.22

=====

Which energy belongs to each record? In order, -327.08234, -284.22487, -193.93566 a.u..
Which HOMO-LUMO gap belongs to each record? In order, 10.93, 9.63, 10.10 eV.